Entry 1:
{"formula": "CH3N3S2", "method": "ωB97M-V/def2-TZVPD", "total_charge": 0, "homo_energy_ha": [-0.20727, -0.34002], "homo_lumo_gap_ev": [5.9, 7.5], "e_lumo_ha": [0.0104, -0.0651], "multiplicity": 3, "species": ["C", "N", "N", "N", "S", "S", "H", "H", "H"], "xyz": [[1.455497, -0.539976, -0.379645], [0.230484, -0.808649, -0.195059], [-0.500801, 0.027647, 0.545653], [-1.704075, 0.412248, -0.046341], [2.245832, 0.970543, 0.234661], [0.482536, 1.454087, 1.292566], [2.039185, -1.423218, -0.844814], [-2.552713, -0.077075, 0.509519], [-1.695944, -0.015606, -1.116540]], "atomic_forces_ev_per_a": [[2.5, -0.9, -0.2], [-1.0, 0.1, 0.0], [1.8, 1.2, 0.2], [-2.7, -2.6, -1.8], [1.5, -2.8, -2.4], [-4.0, 0.3, 1.5], [-0.6, 2.0, 0.7], [2.6, 1.3, -1.7], [-0.1, 1.4, 3.7]], "lowdin_spin": [0.05, 0.06, 0.22, 0.04, 0.68, 0.94, 0.01, 0.00, 0.01]}



Entry 2:
{"formula": "C19H25BrN2O4S", "method": "ωB97M-V/def2-TZVPD", "total_charge": 0, "homo_energy_ha": -0.28465, "homo_lumo_gap_ev": 8.3, "e_lumo_ha": 0.0195, "smiles": "CCOC(=O)c1c(NC(C)=O)sc2c(OCCN(CC)CC)c(Br)ccc12", "species": ["C", "C", "O", "C", "O", "C", "C", "N", "C", "C", "O", "S", "C", "C", "O", "C", "C", "N", "C", "C", "C", "C", "C", "Br", "C", "C", "C", "H", "H", "H", "H", "H", "H", "H", "H", "H", "H", "H", "H", "H", "H", "H", "H", "H", "H", "H", "H", "H", "H", "H", "H", "H"], "xyz": [[2.990966, 5.399909, -1.125386], [3.633689, 4.057841, -0.831882], [2.600448, 3.132015, -0.495100], [2.992000, 1.899636, -0.170763], [4.173530, 1.575123, -0.167644], [1.913760, 0.988355, 0.175142], [2.203140, -0.313070, 0.541463], [3.459102, -0.845131, 0.610029], [3.673509, -2.139323, 0.983376], [5.120998, -2.542202, 0.997345], [2.744971, -2.866857, 1.270575], [0.830005, -1.270446, 0.922177], [-0.224830, 0.089181, 0.589121], [-1.619406, 0.107372, 0.674241], [-2.449048, -0.888697, 1.061512], [-2.150662, -2.250028, 0.823179], [-2.123866, -2.593952, -0.678425], [-0.790233, -2.486874, -1.241418], [-0.654400, -1.510025, -2.304869], [-1.311624, -1.879564, -3.639744], [-0.177002, -3.768767, -1.544536], [0.153406, -4.571728, -0.291342], [-2.245697, 1.319280, 0.380416], [-4.139273, 1.359813, 0.482697], [-1.549180, 2.461649, 0.018723], [-0.176686, 2.425874, -0.078679], [0.498835, 1.239313, 0.205985], [2.295208, 5.308976, -1.955298], [3.759002, 6.122849, -1.383765], [2.448651, 5.754513, -0.252861], [4.336165, 4.124956, 0.006627], [4.180566, 3.676929, -1.702025], [4.201569, -0.183982, 0.360095], [5.669402, -1.921425, 1.702568], [5.554048, -2.403704, 0.009136], [5.205833, -3.584561, 1.289544], [-1.209934, -2.544797, 1.295000], [-2.976563, -2.773678, 1.311594], [-2.814755, -1.909576, -1.181251], [-2.517170, -3.608768, -0.807090], [-1.076647, -0.566315, -1.947618], [0.416732, -1.347681, -2.464743], [-1.204892, -1.054948, -4.339689], [-0.843698, -2.760823, -4.071093], [-2.372072, -2.081019, -3.504933], [-0.822481, -4.379607, -2.200274], [0.752022, -3.565229, -2.082507], [0.836343, -4.020058, 0.346972], [0.628876, -5.506015, -0.580913], [-0.744760, -4.806742, 0.273307], [-2.094658, 3.367275, -0.195541], [0.374002, 3.302601, -0.369425]], "atomic_forces_ev_per_a": [[0.0, -0.5, 0.1], [0.5, 0.3, -0.1], [-0.3, 0.0, 0.0], [0.2, -0.3, 0.0], [0.0, 0.2, -0.1], [0.2, -0.3, 0.0], [-0.3, 0.4, 0.1], [0.2, 0.3, -0.1], [0.4, 0.0, 0.0], [-0.1, -0.2, 0.1], [0.3, -0.3, 0.1], [-0.2, 0.6, 0.1], [0.3, -0.1, 0.1], [-0.3, 0.5, -0.2], [0.3, 0.2, 0.3], [-0.2, -0.5, -0.4], [0.1, 0.1, 0.4], [-0.2, -0.2, -0.3], [-0.1, 0.1, -0.2], [0.2, 0.0, 0.3], [0.0, -0.1, 0.2], [0.0, 0.1, -0.3], [-0.3, -0.3, 0.1], [0.0, 0.2, -0.1], [0.0, -0.1, 0.0], [0.0, 0.1, 0.0], [-0.3, 0.0, 0.0], [-0.1, 0.1, -0.1], [0.1, 0.1, 0.0], [0.0, 0.1, 0.1], [-0.1, 0.0, -0.2], [-0.1, 0.0, 0.2], [-0.1, -0.2, 0.1], [0.1, 0.1, 0.0], [0.1, 0.0, -0.1], [0.0, 0.0, 0.0], [-0.2, -0.1, 0.0], [0.1, 0.0, 0.0], [0.0, -0.1, 0.0], [0.0, 0.0, 0.0], [0.1, 0.0, 0.0], [0.0, 0.1, 0.0], [0.0, 0.1, -0.1], [0.0, -0.1, -0.1], [-0.1, 0.0, 0.0], [0.1, 0.0, -0.1], [0.0, 0.0, -0.1], [0.0, 0.0, 0.1], [0.0, -0.1, 0.0], [-0.1, -0.1, 0.1], [0.0, 0.1, 0.0], [0.0, 0.1, 0.0]], "mulliken_charge": [-1.25, -0.25, -0.17, 0.93, -0.83, 0.51, -0.06, -0.14, 0.81, -1.45, -0.60, -0.28, 0.98, 0.37, -0.47, -0.86, -0.86, 0.70, -0.52, -1.35, -0.73, -1.08, -0.06, -0.15, -0.87, -0.47, -1.04, 0.30, 0.42, 0.30, 0.32, 0.32, 0.31, 0.37, 0.36, 0.37, 0.46, 0.40, 0.43, 0.45, 0.16, 0.42, 0.46, 0.31, 0.29, 0.36, 0.42, 0.18, 0.45, 0.28, 0.42, 0.65]}



Entry 3:
{"formula": "C3H4NP", "method": "ωB97M-V/def2-TZVPD", "total_charge": 0, "homo_energy_ha": [-0.30487, -0.30397], "homo_lumo_gap_ev": [8.0, 7.2], "e_lumo_ha": [-0.0124, -0.0407], "species": ["C", "C", "C", "N", "P", "H", "H", "H", "H"], "xyz": [[0.174434, 1.287368, 0.016115], [-1.145340, -1.058839, 0.049816], [0.858422, 0.021717, 0.014606], [0.176656, -1.170126, -0.016817], [-1.954351, 0.434184, 0.086883], [0.526416, 2.249452, 0.040117], [-1.905121, -1.864558, 0.084642], [1.416075, 0.155034, -0.900216], [1.852807, -0.054228, 0.624855]], "atomic_forces_ev_per_a": [[-5.8, -4.4, 0.7], [1.2, -0.1, 0.0], [2.1, 1.4, 1.0], [-1.9, -2.1, 0.4], [3.5, 3.6, -0.2], [0.9, 2.1, 0.0], [1.3, -0.4, -0.1], [0.4, -0.2, -1.4], [-1.8, 0.1, -0.4]], "mulliken_charge": [-0.73, 0.06, -0.19, -0.52, -0.06, 0.45, 0.34, 0.29, 0.36]}



Entry 4:
{"formula": "C5H10N5", "method": "ωB97M-V/def2-TZVPD", "total_charge": 1, "homo_energy_ha": -0.45957, "homo_lumo_gap_ev": 8.6, "e_lumo_ha": -0.1441, "smiles": "[H]/N=C(\\N[NH3+])c1cn[nH]c1C", "species": ["H", "N", "C", "N", "N", "C", "C", "N", "N", "C", "C", "H", "H", "H", "H", "H", "H", "H", "H", "H"], "xyz": [[1.695003, 1.214277, 1.936420], [0.835942, 0.846023, 1.652264], [0.861410, 0.320762, 0.520918], [2.117258, -0.005643, -0.158696], [3.179673, -0.415931, 0.762696], [-0.535345, -0.252125, -0.346397], [-0.443414, -1.323780, -1.261954], [-1.585308, -1.503177, -1.862494], [-2.427376, -0.533849, -1.368721], [-1.857966, 0.222265, -0.477172], [-2.595081, 1.291186, 0.241872], [1.988485, -0.580165, -1.094549], [3.145459, -1.404303, 0.948259], [2.704041, 0.110430, 1.590384], [4.182932, -0.150245, 0.537008], [0.288760, -2.090019, -1.152670], [-3.361815, -0.593190, -1.690639], [-2.539576, 1.180429, 1.338886], [-1.985823, 2.266631, -0.052202], [-3.667259, 1.400423, -0.063213]], "atomic_forces_ev_per_a": [[1.7, 1.2, 1.1], [-1.9, -0.3, -0.4], [-2.8, -2.3, -2.5], [-0.6, -1.2, -2.9], [-1.6, 1.6, 0.2], [3.1, 1.7, 1.5], [-0.5, 0.7, 1.5], [-1.0, -0.3, -0.4], [1.7, -2.3, -1.5], [1.0, 1.1, 2.1], [1.0, 2.4, -0.4], [0.7, 1.3, 2.8], [0.0, -0.8, 0.2], [1.9, -1.1, -0.5], [-1.7, 0.2, 0.1], [0.6, -0.5, -0.9], [-0.8, 0.4, -0.1], [0.0, 0.0, -0.6], [-1.6, -1.6, 0.8], [1.1, -0.1, 0.1]], "mulliken_charge": [0.22, -0.57, 0.55, -0.40, -0.22, 0.60, -0.65, -0.83, 0.32, 0.22, -1.04, 0.36, 0.35, 0.24, 0.37, 0.42, 0.19, 0.30, 0.25, 0.32]}